1.
The following is a quantum chemistry calculation of the molecule C3H3F2N5O2 in a non-equilibrium geometry, from the OMol25 dataset.

Calculated values
Kohn-Sham gap	8.780	eV
calculated total energy	-739.86288	hartree
relative energy (zero: lowest compared OMol25 entry of this formula, charge and spin)	60.72	kcal per mole
HOMO energy	-9.86	eV
E_LUMO	-1.081	eV

```
! wB97M-V def2-TZVPD RIJCOSX def2/J DEFGRID3
* xyz 0 1
C 0.187 -1.221 0.550
C 1.692 0.689 -0.196
C -2.596 1.246 0.039
N 0.355 -2.522 0.664
N 1.553 -2.738 0.213
N 2.191 -1.650 -0.137
N 1.371 -0.680 0.043
N -1.664 0.384 -0.303
O -1.104 0.360 -1.393
O -0.955 -0.563 0.798
F -3.310 1.869 -0.855
F -3.097 1.433 1.216
H 1.010 1.203 -1.019
H 1.623 1.337 0.707
H 2.743 0.852 -0.326
*
```

Table of natural (NBO) atomic charges, one value per atom, all in e: 0.53 -0.45 0.85 -0.26 -0.08 -0.05 -0.18 0.24 -0.41 -0.41 -0.25 -0.25 0.25 0.22 0.25


2.
The following is a quantum chemistry calculation of a structure of composition C4F14N3NaO12S6 in a non-equilibrium geometry, from the OMol25 dataset.

Calculated values
Kohn-Sham gap	9.003	eV
calculated total energy	-5169.16822	hartree
relative energy (zero: lowest compared OMol25 entry of this formula, charge and spin)	91.44	kcal per mole
HOMO energy	-5.06	eV
E_LUMO	3.942	eV

```
! wB97M-V def2-TZVPD RIJCOSX def2/J DEFGRID3
* xyz -2 1
Na 12.435 5.513 -2.084
N 12.669 7.679 -2.587
S 11.945 8.249 -3.802
O 12.708 8.316 -5.031
O 10.912 9.260 -3.697
F 10.988 6.941 -4.042
S 13.243 9.208 -2.099
O 12.289 9.981 -1.324
O 14.225 9.854 -2.964
F 14.248 8.563 -0.956
C 15.923 2.359 -1.504
F 14.695 1.767 -1.394
F 16.848 1.841 -0.666
F 16.195 2.203 -2.786
S 15.712 4.288 -1.077
O 15.095 5.010 -2.216
O 14.829 4.292 0.101
N 17.403 4.768 -0.882
S 17.540 4.816 0.619
O 16.783 5.878 1.260
O 17.435 3.492 1.215
C 19.461 5.254 0.788
F 19.719 6.317 0.060
F 19.736 5.560 2.070
F 20.257 4.225 0.491
C 9.621 6.912 0.225
F 10.783 6.589 0.708
F 8.765 7.181 1.203
F 9.905 7.892 -0.617
S 8.902 5.377 -0.777
O 8.247 4.665 0.294
O 8.076 5.873 -1.846
N 10.296 4.600 -1.500
S 9.708 3.285 -2.013
O 9.685 2.226 -0.944
O 8.511 3.258 -2.877
C 11.154 2.722 -3.061
F 12.265 2.568 -2.308
F 10.941 1.510 -3.666
F 11.235 3.590 -4.035
*
```

Table of natural (NBO) atomic charges, one value per atom, all in e: 0.93 -1.16 2.41 -0.92 -0.90 -0.54 2.36 -0.86 -0.86 -0.51 0.80 -0.32 -0.29 -0.31 2.05 -0.94 -0.89 -1.13 2.18 -0.93 -0.97 0.76 -0.32 -0.34 -0.33 0.80 -0.31 -0.30 -0.30 2.10 -0.91 -0.90 -1.23 2.16 -0.95 -0.91 0.73 -0.31 -0.33 -0.31


3.
The following is a quantum chemistry calculation of a structure of composition C39H39N5O2PtSbSe4, from the OMol25 dataset.

Calculated values
Kohn-Sham gap (alpha / beta)	7.063 / 5.378	eV
calculated total energy	-11899.20335	hartree
relative energy (zero: lowest compared OMol25 entry of this formula, charge and spin)	0.00	kcal per mole
HOMO energy (alpha / beta)	-4.63 / -4.94	eV
⟨S²⟩	6.03
E_LUMO (alpha / beta)	2.432 / 0.437	eV

```
! wB97M-V def2-TZVPD RIJCOSX def2/J DEFGRID3
* xyz -1 5
Pt 0.131 -0.125 -0.147
O -1.893 -0.334 0.167
C -2.850 0.673 0.175
C -2.240 2.104 0.218
C -1.386 2.257 1.431
C -1.790 3.015 2.522
C -1.017 3.015 3.665
C 0.137 2.252 3.696
C 0.500 1.536 2.566
C 1.729 0.695 2.518
C 1.386 -0.817 2.532
O 0.373 -1.145 1.638
C 2.644 -1.657 2.246
C 2.484 -3.039 2.165
C 3.551 -3.870 1.872
C 4.818 -3.330 1.666
C 4.996 -1.961 1.766
C 3.916 -1.131 2.056
C 0.915 -1.192 3.951
C 1.717 -0.951 5.065
C 1.287 -1.286 6.340
C 0.047 -1.886 6.523
C -0.746 -2.154 5.416
C -0.313 -1.811 4.139
N -0.248 1.562 1.458
C -3.740 0.481 -1.058
C -4.465 -0.709 -1.146
C -5.222 -1.005 -2.266
C -5.274 -0.108 -3.329
C -4.563 1.078 -3.252
C -3.800 1.370 -2.123
C -3.683 0.537 1.460
C -4.945 1.109 1.589
C -5.620 1.062 2.802
C -5.037 0.444 3.901
C -3.777 -0.129 3.777
C -3.107 -0.084 2.562
H -1.632 2.273 -0.669
H -3.047 2.839 0.238
H -2.720 3.566 2.469
H -1.321 3.586 4.533
H 0.760 2.202 4.579
H 2.255 0.934 1.593
H 2.381 0.943 3.355
H 1.497 -3.457 2.324
H 3.396 -4.939 1.800
H 5.655 -3.975 1.432
H 5.975 -1.526 1.607
H 4.083 -0.062 2.113
H 2.700 -0.511 4.935
H 1.924 -1.085 7.192
H -0.291 -2.149 7.517
H -1.708 -2.637 5.543
H -0.917 -2.024 3.269
H -4.415 -1.410 -0.321
H -5.768 -1.939 -2.315
H -5.862 -0.336 -4.209
H -4.587 1.782 -4.074
H -3.239 2.294 -2.097
H -5.404 1.591 0.733
H -6.604 1.506 2.889
H -5.563 0.408 4.847
H -3.305 -0.601 4.631
H -2.119 -0.512 2.436
Se 1.527 4.124 -4.024
Sb 1.798 2.573 -1.979
Se -0.117 0.956 -2.353
Se 2.450 -0.136 -0.825
Se 1.393 4.248 -0.305
C -1.662 -2.703 -1.355
N -1.898 -4.061 -1.857
C -1.227 -5.002 -0.957
N 0.215 -4.760 -0.863
C 0.413 -3.388 -0.384
N -0.220 -2.404 -1.277
C 0.361 -2.556 -2.621
N 0.164 -3.911 -3.145
C -1.277 -4.178 -3.178
C 0.780 -4.856 -2.211
H -2.093 -2.587 -0.364
H -2.136 -1.976 -2.015
H -1.392 -6.019 -1.322
H -1.665 -4.909 0.039
H 1.480 -3.166 -0.325
H -0.020 -3.268 0.607
H 1.428 -2.333 -2.566
H -0.110 -1.836 -3.290
H -1.439 -5.190 -3.558
H -1.753 -3.466 -3.855
H 1.852 -4.653 -2.158
H 0.630 -5.872 -2.587
*
```

Table of Mulliken atomic charges, one value per atom, all in e: 3.37 -0.17 2.52 -1.66 -0.14 -0.74 -1.11 -0.66 -0.49 -1.68 1.66 -0.91 0.58 -0.51 -0.66 -0.55 -0.85 -0.15 -0.06 -0.42 -0.78 -0.69 -0.80 -0.04 -0.03 -0.40 -0.34 -0.70 -0.51 -0.92 -0.25 -0.15 -0.40 -0.95 -0.64 -0.57 0.81 0.49 0.66 0.50 0.41 0.51 0.62 0.92 0.37 0.42 0.39 0.42 0.36 0.34 0.41 0.37 0.47 0.35 0.25 0.41 0.39 0.42 0.43 0.43 0.40 0.41 0.41 -0.78 -0.37 0.39 -0.52 -0.36 -0.60 -0.10 0.13 -0.60 0.12 -0.13 0.24 -0.70 -0.02 -0.74 -0.75 -0.21 -0.02 0.39 0.27 0.21 -0.32 0.15 0.37 0.34 0.34 0.36 0.34


4.
The following is a quantum chemistry calculation of a structure of composition C33H53Cl2InNSb3Te in a non-equilibrium geometry, from the OMol25 dataset.

Calculated values
Kohn-Sham gap	6.042	eV
calculated total energy	-3442.66132	hartree
relative energy (zero: lowest compared OMol25 entry of this formula, charge and spin)	31.37	kcal per mole
HOMO energy	-12.76	eV
E_LUMO	-6.715	eV

```
! wB97M-V def2-TZVPD RIJCOSX def2/J DEFGRID3
* xyz 2 1
In 0.350 0.161 -0.059
N 1.382 0.683 -2.440
C 2.548 1.520 -2.374
C 3.711 1.148 -3.039
C 4.832 1.961 -3.038
C 4.801 3.167 -2.363
C 3.656 3.534 -1.687
C 2.514 2.731 -1.673
C 1.342 3.230 -0.932
C 1.044 4.601 -1.025
C 0.074 5.192 -0.243
C -0.645 4.423 0.654
C -0.420 3.056 0.701
C 0.548 2.478 -0.083
H 1.513 -0.016 -3.172
H 0.579 1.263 -2.689
H 3.741 0.210 -3.577
H 5.718 1.661 -3.574
H 5.653 3.824 -2.358
H 3.643 4.469 -1.151
H 1.597 5.208 -1.726
H -0.111 6.253 -0.316
H -1.389 4.858 1.304
H -1.004 2.455 1.389
Cl 1.102 0.194 2.934
C 0.511 -1.361 3.514
Cl -0.201 -2.246 2.170
H -0.261 -1.188 4.262
H 1.334 -1.953 3.913
C -1.611 2.950 -2.896
Sb -2.274 1.195 -1.837
C -3.028 0.286 -3.647
C -4.166 2.098 -1.229
C -5.116 1.138 -0.625
C -5.996 0.458 -1.467
C -6.950 -0.408 -0.974
C -7.049 -0.603 0.395
C -6.172 0.043 1.242
C -5.187 0.907 0.757
C -4.271 1.552 1.724
Sb -2.456 0.382 2.153
C -3.496 -1.181 3.222
C -1.942 1.490 3.946
H -2.370 3.213 -3.626
H -0.678 2.770 -3.422
H -1.472 3.777 -2.209
H -3.727 0.988 -4.091
H -3.542 -0.648 -3.443
H -2.215 0.106 -4.346
H -4.566 2.504 -2.156
H -3.907 2.922 -0.569
H -5.948 0.637 -2.531
H -7.622 -0.916 -1.647
H -7.808 -1.258 0.795
H -6.268 -0.097 2.309
H -4.756 1.629 2.694
H -3.936 2.540 1.413
H -4.148 -0.697 3.943
H -2.805 -1.830 3.750
H -4.099 -1.776 2.543
H -2.846 1.911 4.373
H -1.250 2.297 3.730
H -1.492 0.827 4.677
C 3.539 -2.820 -2.180
C 4.273 -2.146 -1.036
Sb 2.915 -1.745 0.608
C 4.312 -1.033 2.110
C 5.695 -1.644 2.010
C 2.907 -3.794 1.388
C 1.915 -4.776 0.804
H 4.183 -2.898 -3.053
H 2.646 -2.248 -2.454
H 3.236 -3.829 -1.905
H 4.705 -1.195 -1.353
H 5.069 -2.790 -0.660
H 3.871 -1.272 3.078
H 4.356 0.052 2.021
H 5.659 -2.727 2.106
H 6.320 -1.259 2.814
H 6.181 -1.395 1.071
H 2.785 -3.730 2.472
H 3.919 -4.145 1.180
H 0.882 -4.514 1.040
H 2.106 -5.761 1.223
H 2.016 -4.859 -0.278
C -0.455 -2.545 -3.197
Te -0.293 -2.604 -1.058
C -2.414 -2.690 -0.783
H -0.884 -1.606 -3.533
H -1.092 -3.368 -3.507
H 0.526 -2.691 -3.638
H -2.749 -3.678 -1.082
H -2.906 -1.933 -1.390
H -2.646 -2.529 0.265
*
```

Table of Mulliken atomic charges, one value per atom, all in e: 0.97 -0.03 0.51 -0.61 -0.84 -0.87 -0.90 0.42 0.97 -0.55 -1.15 -0.79 -0.01 0.10 0.25 -0.26 0.47 0.46 0.45 0.57 0.65 0.41 0.49 -0.01 0.07 -0.50 0.01 0.37 0.42 -1.37 0.25 -1.60 -1.61 0.73 -0.67 -0.87 -0.77 -0.66 0.76 -1.54 0.18 -1.43 -1.27 0.62 0.44 0.35 0.56 0.41 0.55 0.84 0.60 0.43 0.46 0.44 0.43 0.78 0.61 0.50 0.44 0.41 0.51 0.40 0.39 -1.04 -0.83 -0.16 -0.63 -1.24 -0.59 -0.93 0.42 -0.03 0.35 0.54 0.60 0.41 0.50 0.30 0.43 0.31 0.51 0.50 0.14 0.41 0.19 -0.88 0.38 -0.26 -0.01 0.49 0.43 0.53 -0.13 -0.03


5.
The following is a quantum chemistry calculation of the molecule C6H9BrS in a non-equilibrium geometry, from the OMol25 dataset.

Calculated values
Kohn-Sham gap	8.978	eV
calculated total energy	-3206.14981	hartree
relative energy (zero: lowest compared OMol25 entry of this formula, charge and spin)	44.19	kcal per mole
HOMO energy	-8.50	eV
E_LUMO	0.483	eV

```
! wB97M-V def2-TZVPD RIJCOSX def2/J DEFGRID3
* xyz 0 1
C 0.424 0.013 -1.979
C 0.161 1.276 -1.981
C 1.033 -0.480 -0.694
C 0.584 0.471 0.383
C -1.058 -1.057 1.553
C -0.816 0.253 0.938
S 0.490 2.338 -0.628
Br 1.875 0.634 1.873
H 0.342 -0.765 -2.685
H -0.316 1.802 -2.776
H 0.872 -1.489 -0.480
H 2.194 -0.400 -0.847
H -1.416 -1.847 1.042
H -1.885 -0.963 2.212
H -0.028 -1.252 2.151
H -0.891 1.012 1.711
H -1.565 0.455 0.208
*
```

Table of natural (NBO) atomic charges, one value per atom, all in e: -0.23 -0.35 -0.55 0.04 -0.61 -0.52 0.19 0.03 0.22 0.22 0.23 0.23 0.21 0.22 0.21 0.22 0.23


6.
The following is a quantum chemistry calculation of a structure of composition C7H17AlF4NO5P2 in a non-equilibrium geometry, from the OMol25 dataset.

Calculated values
Kohn-Sham gap	8.752	eV
calculated total energy	-2032.75143	hartree
HOMO energy	-6.86	eV
E_LUMO	1.889	eV

```
! wB97M-V def2-TZVPD RIJCOSX def2/J DEFGRID3
* xyz -1 1
C 2.836 -1.188 0.885
C 3.292 -1.456 -0.666
C 2.967 -0.235 -1.710
C 1.540 -0.446 -2.555
C 0.570 0.875 -2.490
O 1.047 2.009 -3.055
O -0.786 0.945 -1.926
C -0.834 0.524 -0.517
C -0.858 1.784 0.563
N 0.607 1.991 0.997
P -2.402 -0.618 -0.341
P -1.684 -2.687 0.030
O -0.075 -2.759 -0.036
O -2.416 -3.854 -1.080
O -2.141 -3.093 1.698
H 1.723 -0.859 1.030
H 3.501 -0.415 1.471
H 2.940 -2.237 1.446
H 4.479 -1.574 -0.652
H 2.849 -2.482 -1.026
H 3.039 0.843 -1.253
H 3.814 -0.284 -2.550
H 0.997 -1.344 -1.999
H 1.732 -0.817 -3.667
H 0.069 -0.153 -0.203
H -1.352 2.759 0.139
H -1.433 1.491 1.563
H 0.883 1.230 1.674
H 1.184 1.771 0.131
H -3.114 -0.182 0.839
H -1.791 -3.851 -1.877
H -1.615 -2.444 2.269
F -5.710 3.427 2.475
Al -3.914 3.351 2.573
F -3.354 4.244 4.033
F -3.199 4.102 1.100
F -3.391 1.631 2.684
*
```

Table of natural (NBO) atomic charges, one value per atom, all in e: -0.63 -0.42 -0.41 -0.54 0.78 -0.57 -0.54 -0.17 -0.28 -0.82 0.12 1.90 -1.09 -0.95 -0.96 0.21 0.21 0.22 0.20 0.22 0.23 0.21 0.25 0.25 0.24 0.27 0.25 0.35 0.34 0.10 0.51 0.51 -0.79 2.20 -0.79 -0.80 -0.80